Entry 1:
Formula: C3H7FS
Source: OMol25
Level of theory: ωB97M-V/def2-TZVPD

Summary:
Frontier orbital gap (eV): 9.42
ΔE to the lowest compared entry with this formula, charge and spin (kcal per mole): 21.7
Largest force on an atom (eV/Å): 3.25
SMILES string: CSCCF
2S+1: 1

```
12
Properties=species:S:1:pos:R:3:nbo_charge:R:1
H 0.34 -0.97 2.44 0.18
C -0.18 1.40 -1.51 -0.75
H 0.87 0.30 0.37 0.22
H -0.63 1.83 -2.38 0.24
C 0.41 -0.58 0.23 -0.59
F -1.30 -0.45 1.79 -0.36
H -0.11 2.13 -0.74 0.21
H -0.22 -2.20 1.41 0.16
S -0.83 -0.18 -0.95 0.22
H 0.95 -1.36 -0.30 0.23
C -0.15 -1.14 1.50 0.05
H 0.84 1.21 -1.87 0.21
```



Entry 2:
Formula: C3H7I2P3
Source: OMol25
Level of theory: ωB97M-V/def2-TZVPD

Summary:
Frontier orbital gap (spin up / spin down) (eV): 7.02 / 6.82
ΔE to the lowest compared entry with this formula, charge and spin (kcal per mole): 38.7
Largest force on an atom (eV/Å): 2.54
2S+1: 1

```
15
Properties=species:S:1:pos:R:3:nbo_charge:R:1
H -1.94 -0.91 2.42 0.24
H -0.29 -0.97 -0.83 0.19
I 0.87 -1.46 2.37 -0.07
H -2.59 0.66 2.34 0.25
H -0.63 1.85 -1.43 0.21
C -0.20 0.05 -0.52 -0.47
H 0.20 0.82 -2.49 0.24
H -1.61 0.58 -2.17 0.23
C -0.64 0.85 -1.71 -0.68
P 2.44 0.64 -0.83 0.06
C -1.92 0.03 1.79 -0.96
P -0.15 0.39 1.30 0.62
P 3.15 -1.20 -0.47 0.07
I 5.67 -1.06 -0.68 -0.14
H -2.37 -0.27 0.90 0.22
```



Entry 3:
Formula: C3H7I2P3
Source: OMol25
Level of theory: ωB97M-V/def2-TZVPD

Summary:
Frontier orbital gap (spin up / spin down) (eV): 6.67 / 6.66
ΔE to the lowest compared entry with this formula, charge and spin (kcal per mole): 27.6
Largest force on an atom (eV/Å): 2.86
2S+1: 1

```
15
Properties=species:S:1:pos:R:3:nbo_charge:R:1
C -1.53 -0.04 -1.25 -0.97
P 4.05 1.05 -0.98 -0.02
I 5.98 0.28 0.30 -0.13
I 0.47 -2.32 0.18 -0.05
C -1.83 -0.43 1.70 -0.78
H -2.44 0.46 1.78 0.22
P 2.58 0.42 0.29 0.33
H -2.43 -0.61 -1.03 0.24
H -1.81 0.99 -1.48 0.25
H -2.38 -1.29 1.33 0.23
H 0.92 1.85 -0.83 0.23
H -1.29 -0.65 2.61 0.23
P -0.37 -0.05 0.16 1.04
C 1.12 0.80 -0.65 -1.06
H -1.03 -0.46 -2.12 0.26
```



Entry 4:
Formula: C3H7IN
Source: OMol25
Level of theory: ωB97M-V/def2-TZVPD

Summary:
Frontier orbital gap (eV): 9.40
ΔE to the lowest compared entry with this formula, charge and spin (kcal per mole): 74.8
Total charge: +1
Largest force on an atom (eV/Å): 6.63
SMILES string: [NH3+]C1(I)CC1
2S+1: 1

```
12
Properties=species:S:1:pos:R:3:nbo_charge:R:1
H -1.85 0.25 -1.46 0.23
H -1.57 -0.78 -0.07 0.20
H 0.96 -0.24 1.45 0.44
H -0.34 0.70 1.82 0.47
I 0.08 2.82 -1.05 0.30
C 0.23 0.85 -0.24 -0.10
H 0.65 -1.26 -1.14 0.27
N 0.57 0.73 1.33 -0.72
H 0.62 0.09 -2.18 0.27
H 1.31 1.34 1.51 0.45
C 0.31 -0.28 -1.18 -0.52
C -1.18 -0.21 -0.80 -0.29
```



Entry 5:
Formula: C3H7IN2Si
Source: OMol25
Level of theory: ωB97M-V/def2-TZVPD

Summary:
Frontier orbital gap (spin up / spin down) (eV): 6.20 / 6.75
ΔE to the lowest compared entry with this formula, charge and spin (kcal per mole): 0.0
Largest force on an atom (eV/Å): 5.76
<S²>: 2.01
2S+1: 3

```
14
Properties=species:S:1:pos:R:3:nbo_charge:R:1
I -3.19 -0.01 -0.14 -0.29
C -0.34 -2.19 0.41 -1.19
H 0.65 2.62 1.41 0.23
N 0.22 0.33 -1.07 -1.10
H -0.81 -2.93 -0.24 0.27
H -0.65 -2.64 1.31 0.26
H 0.73 -2.47 0.29 0.26
H 0.82 2.11 -1.36 0.21
C 0.39 1.76 0.84 -0.25
N -0.25 0.81 1.38 -0.50
H 0.24 0.26 -2.12 0.43
Si -0.72 -0.40 0.14 1.72
C 0.90 1.46 -0.52 -0.21
H 2.02 1.30 -0.33 0.16
```



Entry 6:
Formula: C3H7INP
Source: OMol25
Level of theory: ωB97M-V/def2-TZVPD

Summary:
Frontier orbital gap (spin up / spin down) (eV): 7.20 / 6.68
ΔE to the lowest compared entry with this formula, charge and spin (kcal per mole): 37.8
Largest force on an atom (eV/Å): 5.04
<S²>: 2.01
2S+1: 3

```
13
Properties=species:S:1:pos:R:3:nbo_charge:R:1
P 1.69 0.81 -0.14 0.85
C -0.68 -0.93 -0.69 -0.33
C 0.33 0.51 1.04 -0.70
I -2.32 -0.60 1.77 0.10
H -1.39 1.02 -0.17 0.24
H 1.06 1.93 -0.54 -0.11
H 0.24 1.50 1.50 0.25
H 1.88 -1.00 -1.34 0.35
C -0.99 0.09 0.33 -0.45
H 0.55 -0.21 1.78 0.23
H -0.48 -2.02 -0.46 0.19
N 1.21 -0.16 -1.36 -0.84
H -1.11 -0.95 -1.74 0.21
```



Q: Which formula does entry 3 have?
A: C3H7I2P3



Q: 2S+1 of number 4 (C3H7IN)?
A: 1



Q: The lowest largest force on an atom belongs to which entry?
A: number 2



What did the third record say?
Formula: C3H7I2P3
Source: OMol25
Level of theory: ωB97M-V/def2-TZVPD

Summary:
Frontier orbital gap (spin up / spin down) (eV): 6.67 / 6.66
ΔE to the lowest compared entry with this formula, charge and spin (kcal per mole): 27.6
Largest force on an atom (eV/Å): 2.86
2S+1: 1

```
15
Properties=species:S:1:pos:R:3:nbo_charge:R:1
C -1.53 -0.04 -1.25 -0.97
P 4.05 1.05 -0.98 -0.02
I 5.98 0.28 0.30 -0.13
I 0.47 -2.32 0.18 -0.05
C -1.83 -0.43 1.70 -0.78
H -2.44 0.46 1.78 0.22
P 2.58 0.42 0.29 0.33
H -2.43 -0.61 -1.03 0.24
H -1.81 0.99 -1.48 0.25
H -2.38 -1.29 1.33 0.23
H 0.92 1.85 -0.83 0.23
H -1.29 -0.65 2.61 0.23
P -0.37 -0.05 0.16 1.04
C 1.12 0.80 -0.65 -1.06
H -1.03 -0.46 -2.12 0.26
```